1.
ORCA calculation (ωB97M-V/def2-TZVPD) on C6H15N in the gas phase in a non-equilibrium geometry.

Each line ends with the Löwdin charge.
Element x y z (Å)
N1 -1.406539 -0.874651 1.206039  -0.14
C1 1.498578 1.111508 -0.886056  -0.30
C2 -0.895543 1.241863 -0.049663  -0.16
C3 -1.556632 -0.146222 -0.014533  -0.39
C4 -2.133828 -2.236302 0.826569  -0.10
C5 2.883725 0.562223 -0.646160  -0.14
C6 0.604667 0.906111 0.348428  -0.25
H1 -1.517862 1.831572 0.607490  0.09
H2 3.352157 1.056498 0.172343  0.05
H3 -2.650552 -2.614159 1.733414  0.07
H4 -1.229995 -0.929145 -0.834479  0.12
H5 0.963915 -0.125757 0.776164  0.12
H6 2.977263 -0.507746 -0.470511  0.07
H7 1.630646 2.209333 -1.116038  0.13
H8 -2.598344 -2.253145 -0.158142  0.05
H9 0.839056 0.487519 -1.604522  0.13
H10 -2.629563 -0.168701 -0.280646  0.10
H11 3.468494 0.966824 -1.555942  0.10
H12 -0.302421 -0.856714 1.424836  0.12
H13 -0.994920 1.726412 -1.150441  0.15
H14 0.961040 1.556818 1.118468  0.09
H15 -1.263350 -2.944143 0.553391  0.09

Atomic forces in eV per Å
0.4 -1.0 0.3
-1.6 -0.9 0.3
0.3 -1.9 -1.7
-0.6 -1.3 -2.8
4.4 -0.4 1.5
0.9 1.0 -2.5
0.8 0.8 -0.1
0.5 0.5 0.5
0.2 0.5 0.9
0.0 0.2 -1.1
0.4 1.9 0.4
-1.4 1.5 -1.0
-0.1 -0.1 -0.4
-0.7 -1.2 -0.2
-0.9 0.7 0.6
1.8 1.4 0.0
0.2 0.8 0.4
-0.3 -1.4 1.2
-3.7 -1.2 -0.6
0.5 -1.2 2.5
0.1 0.7 0.7
-1.1 0.5 0.9

Properties
Energy in eV: -7952.39678
ΔE to the lowest compared entry with this formula, charge and spin in eV: 3.3697
HOMO in eV: -8.42
SMILES: CCCCCNC

---

2.
ORCA calculation (ωB97M-V/def2-TZVPD) on C6H15N in the gas phase in a non-equilibrium geometry.

Each line ends with the Löwdin charge.
Element x y z (Å)
N1 1.465347 -0.218657 1.221108  -0.14
C1 0.056812 -0.052707 0.670648  -0.34
C2 -1.143357 -0.487005 -1.464935  -0.28
C3 -1.110226 -0.608018 -2.989798  -0.14
C4 -0.317422 1.403088 1.109089  -0.11
C5 1.550366 -0.535629 2.636432  -0.16
C6 0.161939 0.061969 -0.905800  -0.21
H1 2.262427 0.054119 3.187845  0.07
H2 -0.516296 1.609100 2.199442  0.08
H3 -0.717933 -0.806300 1.093510  0.17
H4 -0.738325 0.355582 -3.482685  0.09
H5 -1.810870 -1.307417 -3.481597  0.07
H6 -2.034606 -0.027992 -1.025868  0.11
H7 0.540943 -0.168297 3.025771  0.07
H8 -1.079019 -1.585319 -1.130982  0.13
H9 -1.346103 1.505322 0.796673  0.05
H10 -0.188649 -1.065617 -3.368257  0.06
H11 0.989114 -0.451072 -1.194141  0.07
H12 0.316716 0.986938 -1.460993  0.11
H13 1.448240 -1.601125 2.960154  0.08
H14 1.962867 0.732045 0.974174  0.15
H15 0.248034 2.206993 0.630210  0.08

Atomic forces in eV per Å
1.1 0.7 -1.7
1.8 3.1 0.6
1.1 -3.4 -0.5
1.9 0.9 -1.1
-2.4 -0.5 1.1
-3.6 0.7 0.7
-3.1 0.3 1.3
0.6 -0.2 0.0
1.1 -0.4 -0.7
1.6 1.0 -1.0
-2.1 -0.5 0.2
-0.5 1.3 0.2
0.2 0.1 -0.3
1.0 -0.1 0.4
-0.8 1.3 -0.1
-0.6 0.5 -0.7
0.4 -0.9 1.1
2.2 -2.3 -0.9
0.0 1.1 1.2
1.0 0.5 -0.9
-1.2 -2.7 1.0
0.2 -0.4 0.2

Properties
Energy in eV: -7952.82088
ΔE to the lowest compared entry with this formula, charge and spin in eV: 2.9456
HOMO in eV: -8.24
SMILES: CCC[C@H](C)NC

---

3.
ORCA calculation (ωB97M-V/def2-TZVPD) on C6H15N in the gas phase in a non-equilibrium geometry.

Each line ends with the Löwdin charge.
Element x y z (Å)
N1 0.205719 -0.699601 0.740712  -0.06
C1 -0.281143 -1.207040 -0.532891  -0.47
C2 0.381610 0.698027 1.153713  -0.22
C3 0.138336 3.133698 0.549262  -0.12
C4 -1.550421 -2.031794 -0.328063  -0.06
C5 0.425245 1.740734 0.025993  -0.26
C6 0.810031 -1.969817 -1.257928  -0.07
H1 -1.309989 -3.084104 -0.186935  0.07
H2 -0.523159 -0.307299 -1.101822  0.11
H3 1.263771 0.743201 1.791371  0.12
H4 0.509438 -2.317455 -2.239494  0.08
H5 -2.267029 -1.973502 -1.135003  0.07
H6 -0.256192 3.809850 -0.207292  0.07
H7 0.966058 3.579214 1.094694  0.07
H8 -0.629784 3.049783 1.312036  0.06
H9 1.314693 1.653964 -0.596991  0.11
H10 -2.040772 -1.692621 0.576541  0.07
H11 -0.407579 1.446155 -0.609917  0.09
H12 -0.491865 0.935804 1.765639  0.10
H13 1.732725 -1.400828 -1.274006  0.07
H14 1.055243 -2.822598 -0.621586  0.08
H15 0.955063 -1.283770 1.081967  0.10

Atomic forces in eV per Å
1.0 -0.8 0.6
-0.2 1.3 0.0
-0.5 -0.3 -0.6
-0.1 0.0 0.4
0.1 -0.2 0.2
-0.5 -0.6 0.1
0.1 -0.2 0.8
0.1 -0.2 0.1
-0.2 -0.3 -0.3
0.0 0.1 0.0
0.1 0.0 -0.2
-0.1 0.1 -0.4
0.3 0.1 -0.1
0.3 0.1 -0.3
-0.4 0.0 0.1
0.2 0.1 0.1
-0.1 0.1 0.1
-0.1 0.3 -0.3
0.1 0.4 0.2
0.1 0.3 -0.5
-0.1 -0.4 -0.2
0.0 0.1 0.0

Properties
Energy in eV: -7954.80348
ΔE to the lowest compared entry with this formula, charge and spin in eV: 0.9630
HOMO in eV: -8.16
SMILES: CCCNC(C)C

---

4.
ORCA calculation (ωB97M-V/def2-TZVPD) on a molecular structure, C6H15N in a non-equilibrium geometry.

Each line ends with the Löwdin charge.
Element x y z (Å)
N1 0.461484 -0.664418 -0.938156  0.05
C1 0.305440 -0.482142 1.490298  -0.39
C2 0.757781 0.961826 1.740976  -0.06
C3 -1.816670 -0.249098 -0.074442  -0.03
C4 1.300041 0.925677 -3.901503  -0.05
C5 -0.343327 -0.488964 0.124902  -0.43
C6 -0.613041 -1.016340 2.593907  -0.08
H1 2.156103 1.579755 -3.744507  0.01
H2 -2.439148 -0.933102 0.501013  0.08
H3 1.191864 -1.106651 1.407561  0.13
H4 1.428274 1.261757 0.937871  0.08
H5 1.528436 0.193685 -4.672962  0.01
H6 -1.498192 -0.386688 2.725864  0.08
H7 1.301264 1.023766 2.685880  0.08
H8 -2.007356 -0.320153 -1.141368  0.08
H9 -0.121844 -1.009292 3.568195  0.08
H10 -2.072922 0.767967 0.237462  0.09
H11 1.040713 0.406637 -2.982546  -0.03
H12 0.018201 -1.614103 -0.541006  0.12
H13 -0.092459 1.636632 1.831254  0.08
H14 -0.943295 -2.029433 2.366882  0.08
H15 0.458653 1.542684 -4.215575  0.01

Atomic forces in eV per Å
-1.3 0.1 1.5
-0.8 0.2 0.7
0.2 -0.3 0.3
-0.1 0.3 0.1
-0.1 0.1 0.0
1.4 0.4 -1.4
0.0 0.4 0.1
0.1 -0.1 0.0
0.0 0.0 0.0
0.1 0.0 -0.1
-0.1 0.2 0.0
0.0 0.0 -0.1
0.0 0.0 -0.2
0.0 -0.1 0.0
-0.1 -0.1 0.0
0.2 -0.2 -0.1
0.1 0.0 0.1
0.0 0.0 0.0
0.5 -1.0 -0.9
0.0 0.1 -0.2
0.0 -0.1 0.1
0.0 -0.1 -0.1

Properties
Energy in eV: -7952.15209
ΔE to the lowest compared entry with this formula, charge and spin in eV: 3.6144
HOMO in eV: -7.82

---

5.
ORCA calculation (ωB97M-V/def2-TZVPD) on C6H15N in the gas phase in a non-equilibrium geometry.

Each line ends with the Löwdin charge.
Element x y z (Å)
N1 -0.924437 0.612850 -0.173759  -0.07
C1 -1.293303 1.483098 1.007713  -0.27
C2 0.476537 0.107182 -0.056057  -0.23
C3 -0.385295 -2.222987 -0.361352  -0.09
C4 2.086198 -1.764694 -0.565792  -0.09
C5 0.669468 -1.238062 -0.788200  -0.44
C6 -0.859948 2.920452 0.823640  -0.11
H1 2.775509 -1.114697 -1.097795  0.08
H2 -0.966239 3.401737 1.808943  0.08
H3 -0.922404 1.223516 -0.980020  0.09
H4 1.181349 0.905421 -0.309748  0.11
H5 2.284565 -1.960149 0.487025  0.08
H6 -0.346128 -2.476607 0.706016  0.08
H7 -2.349310 1.306941 1.194223  0.10
H8 0.684875 -0.031745 1.016056  0.11
H9 0.212528 3.054352 0.683813  0.07
H10 -1.410231 -1.927535 -0.522767  0.06
H11 -1.394102 3.373873 -0.009022  0.07
H12 0.626476 -0.892019 -1.830212  0.13
H13 -0.727469 1.038335 1.823442  0.09
H14 -0.251664 -3.222626 -0.796534  0.08
H15 2.155953 -2.756378 -1.028184  0.07

Atomic forces in eV per Å
0.6 0.3 0.8
1.2 -1.4 -1.3
-0.7 0.1 1.1
-0.3 -1.3 0.3
-0.7 -0.7 -0.6
0.4 1.6 0.2
0.0 0.1 1.1
0.5 0.1 0.5
-0.7 0.5 -0.5
-0.3 0.0 -0.3
0.3 -0.3 -0.6
0.3 0.5 0.1
0.3 0.5 0.1
-0.2 0.5 0.1
-0.2 -0.3 -0.1
0.1 -0.5 -0.5
-0.1 0.4 -0.3
-0.1 0.4 0.3
-0.4 -0.9 -0.2
-0.3 0.1 0.4
0.1 0.3 -0.4
0.1 0.1 -0.1

Properties
Energy in eV: -7954.77531
ΔE to the lowest compared entry with this formula, charge and spin in eV: 0.9912
HOMO in eV: -8.80
SMILES: CCNCC(C)C

---

Number 1: LUMO level 0.040 Ha. Number 2: LUMO level 0.043 Ha. Number 3: LUMO level 0.042 Ha. Number 4: LUMO level 0.030 Ha. Number 5: LUMO level 0.042 Ha.